Entry 1:
Density functional theory data (the ωB97M-V functional and the def2-TZVPD basis) for the molecule C7H8.

## Properties
Kohn-Sham gap (alpha / beta) (eV): 5.8 / 8.0
Multiplicity: 3
ΔE to the lowest compared entry with this formula, charge and spin (kcal per mole): 124.7
Charge: 0
Electronic energy (Eh): -271.1544

Atoms and positions in Å:
C (1.1685, -1.1252, 0.9303)
C (1.2296, 0.3296, 0.4402)
C (-2.5506, -0.2865, -0.7046)
C (-3.7162, -0.2998, -0.8747)
C (-1.0182, -0.6601, -0.8884)
C (0.2807, -0.3723, -0.0823)
C (1.9917, 1.6944, 0.7034)
H (0.7224, -1.3412, 1.9590)
H (1.9137, -1.7352, 0.3822)
H (-4.7452, -0.2640, -1.1272)
H (-1.0142, -1.7904, -0.8170)
H (-0.7625, -0.1980, -1.8953)
H (1.2413, 2.4257, 0.7344)
H (2.6036, 1.9538, -0.2190)
H (2.6554, 1.6691, 1.4591)

=====

Entry 2:
Density functional theory data (the ωB97M-V functional and the def2-TZVPD basis) for C7H8BeN3S3Se as an isolated structure.

## Properties
Kohn-Sham gap (eV): 7.0
Multiplicity: 1
ΔE to the lowest compared entry with this formula, charge and spin (kcal per mole): 0.0
Charge: -1
Electronic energy (Eh): -4046.7736

Atoms and positions in Å:
Be (0.3035, -1.9005, -0.1886)
S (2.5381, -3.0553, -3.4318)
C (1.6094, -2.7178, -2.1120)
S (2.2167, -2.6349, -0.4714)
S (-0.0990, -2.3495, -2.1569)
C (-1.4525, 2.4129, 2.0768)
C (-0.6105, 1.6368, 1.1219)
C (0.2680, 2.0419, 0.1361)
C (0.7740, 0.8647, -0.4426)
N (0.2290, -0.1864, 0.1632)
N (-0.6025, 0.2991, 1.1024)
C (1.7339, 0.7201, -1.5717)
H (-1.3012, 3.4789, 1.9199)
H (-1.1953, 2.1803, 3.1112)
H (-2.5115, 2.1933, 1.9349)
H (0.5131, 3.0552, -0.1358)
H (-1.0797, -0.3909, 1.6776)
H (2.0560, 1.7029, -1.9137)
H (1.2657, 0.1847, -2.3998)
H (2.6019, 0.1334, -1.2705)
Se (-0.9446, -2.8992, 1.5062)
C (-2.6243, -2.5015, 0.8650)
N (-3.6885, -2.2680, 0.4796)

=====

Entry 3:
Density functional theory data (the ωB97M-V functional and the def2-TZVPD basis) for C7H8BiCl2N2O3STi as an isolated structure.

## Properties
Kohn-Sham gap (alpha / beta) (eV): 3.7 / 3.7
Multiplicity: 2
ΔE to the lowest compared entry with this formula, charge and spin (kcal per mole): 0.0
Charge: +4
Electronic energy (Eh): -2987.7330

Atoms and positions in Å:
Bi (-0.0266, 0.6096, -7.9205)
Ti (0.0473, -0.3742, -0.5065)
Cl (-0.8017, 2.8813, -7.2993)
Cl (1.8230, -1.4634, -0.7662)
C (-0.8146, -1.6233, 0.6759)
C (-0.6090, 1.0981, -10.1979)
C (0.4686, -1.4315, -8.9247)
O (-1.2148, -2.4370, 1.4654)
O (-0.9051, 1.3512, -11.2614)
O (0.7186, -2.4467, -9.3570)
S (0.2610, 1.5814, 0.5740)
C (0.1645, 0.8828, 2.2235)
N (-1.0008, 0.8762, 2.9011)
C (-1.1827, 0.0100, 4.0566)
C (0.0606, 0.1685, 4.8747)
C (1.2609, -0.2944, 4.1124)
N (1.2382, 0.2685, 2.7680)
H (-1.7600, 1.4339, 2.5480)
H (-1.2987, -1.0212, 3.7131)
H (-2.1002, 0.3055, 4.5750)
H (-0.0283, -0.3914, 5.7947)
H (0.1714, 1.2193, 5.1500)
H (1.2882, -1.3819, 4.0057)
H (2.1849, 0.0122, 4.6094)
H (2.0553, 0.1668, 2.1862)

=====

Entry 4:
Density functional theory data (the ωB97M-V functional and the def2-TZVPD basis) for the molecule C7H8BrClN2.

## Properties
Kohn-Sham gap (alpha / beta) (eV): 8.5 / 8.5
Multiplicity: 1
ΔE to the lowest compared entry with this formula, charge and spin (kcal per mole): 11.7
Charge: 0
Electronic energy (Eh): -3415.1129

Atoms and positions in Å:
Cl (-1.2646, 0.5441, -4.0373)
N (-1.2724, -0.4583, -2.6490)
N (-0.0699, -1.0719, -2.4042)
Br (0.0061, -2.8844, -3.6801)
C (-0.0608, -1.6107, -1.0218)
C (0.1729, -0.3826, -0.0983)
C (1.5214, -0.1972, 0.1161)
C (1.8725, 0.9071, 0.9481)
C (0.9171, 1.7284, 1.4311)
C (-0.4086, 1.5317, 1.1922)
C (-0.8087, 0.4962, 0.3928)
H (-2.1035, -0.9665, -2.3489)
H (0.5514, -2.4895, -0.8645)
H (-1.0032, -1.9493, -0.6555)
H (2.3609, -0.7119, -0.4682)
H (2.9879, 1.1580, 1.0345)
H (1.1374, 2.4733, 2.1574)
H (-1.1654, 2.1242, 1.5533)
H (-1.8609, 0.1254, 0.4903)